Density functional theory data (ωB97M-V with the def2-TZVPD basis set) for a 3-piece molecular cluster, C24H53NO5 overall at a distorted geometry.

XYZ file:
```
83
Properties=species:S:1:pos:R:3:forces:R:3:mulliken_charge:R:1
O 3.536841 2.468770 -4.359406 -1.4 -0.4 2.3 -0.3494
O -3.515798 1.044934 6.703498 0.1 0.1 -0.1 -0.3867
O 3.296811 0.297322 -3.673001 0.4 4.0 1.3 -0.4693
O -0.403320 -3.595017 -4.258336 -0.2 0.0 0.1 -0.4192
O 3.334246 1.792285 -1.958039 -0.6 1.2 -3.1 -0.2793
N -0.250181 2.980211 -6.279954 -0.2 0.6 -0.6 -0.5556
C 0.200403 -2.118125 -0.047593 -0.1 0.0 0.2 0.0573
C 1.043483 1.201080 4.081311 0.5 -0.3 -0.7 -0.6975
C 2.178936 3.724010 -6.119793 0.6 -0.1 0.2 -0.7405
C 0.916905 0.742715 -0.954050 -0.6 0.4 -1.3 0.6280
C -5.860992 0.466184 7.167966 0.0 0.1 0.2 -1.0334
C 1.301392 -1.403741 3.555427 -1.2 -0.1 0.1 -0.5089
C 1.039451 2.335964 -0.951405 0.6 0.0 -0.2 -0.6673
C 1.490188 0.082830 2.990392 1.4 0.4 1.0 -0.0584
C 1.662176 -2.256869 -4.295849 0.0 -0.1 -0.2 -1.0788
C 2.412922 2.873364 -1.647171 -0.5 1.5 2.1 -0.3647
C 0.913199 -3.455218 -3.739595 0.1 0.1 -0.1 -0.1534
C -0.808686 -0.918445 0.281003 -1.0 0.2 -1.1 0.0373
C 0.180807 -5.044848 -6.156989 0.2 -0.1 0.1 -1.0504
C -3.168326 1.440627 8.022856 0.0 0.0 0.0 -0.3615
C -4.521827 0.048801 6.585922 -0.1 0.1 0.0 -0.3456
C 0.868468 3.625515 -7.042048 0.2 0.5 0.5 -0.5096
C -0.621870 0.341685 -0.726741 0.4 -1.0 0.3 -0.9684
C 2.254588 2.524459 -5.066990 -1.4 0.2 -1.4 -0.0204
C -0.549337 1.315955 4.247053 0.5 -0.4 0.6 -0.6026
C -0.510907 -3.787130 -5.661073 0.0 0.0 0.0 -0.2871
C -2.618031 0.308016 8.871738 -0.1 -0.2 0.0 -1.0300
C 1.392266 -2.313893 1.006623 -0.2 -1.0 -0.4 -0.4729
C 0.792392 -2.483076 2.484227 0.5 -0.6 0.3 -0.7458
C 3.369231 1.498088 -3.334166 0.2 -4.1 -1.0 0.5746
H 2.912500 3.521122 -0.835065 -0.4 -1.0 -1.4 0.3515
H -1.211466 1.247517 -0.367518 0.7 -1.2 -0.4 0.3451
H -2.278733 0.686688 9.838741 0.0 0.0 -0.1 0.3899
H 0.482023 -1.340008 4.366846 1.3 -0.2 -1.1 0.1952
H 1.590798 0.920900 5.053716 -1.0 0.5 -1.3 0.3372
H -1.051193 0.000141 -1.739672 0.6 0.7 1.5 0.2884
H 2.080568 1.555829 -5.649199 0.3 1.2 1.1 0.2255
H -2.397248 2.208414 7.919723 -0.1 0.0 -0.2 0.3430
H -1.867658 -1.317567 0.054367 1.5 0.6 0.5 0.2683
H 2.227276 -1.535644 0.922235 -1.4 -0.9 0.3 0.2639
H 2.215903 3.576649 -2.520024 0.3 -1.2 0.9 0.1494
H -4.176841 -0.893437 7.023354 0.0 0.0 0.1 0.3149
H -0.638554 3.674092 -5.612264 0.3 -0.6 -0.6 0.2045
H -6.617465 -0.296408 6.969545 0.1 0.0 0.0 0.3847
H -1.579217 -3.864872 -5.878962 0.0 0.1 0.2 0.3453
H 1.848438 -2.362505 -5.367323 0.1 0.0 0.0 0.4562
H 0.986197 2.736003 0.127476 0.1 -0.6 -1.6 0.2387
H -5.803082 0.605719 8.249900 -0.1 -0.1 0.0 0.2618
H 1.187189 0.395483 -2.019652 -0.2 0.4 1.7 -0.3077
H 1.891149 -3.319025 0.736099 -0.6 1.6 0.3 0.3509
H -1.000734 2.793820 -6.962221 0.4 0.1 0.6 0.2418
H 1.262558 -4.991363 -6.019305 0.0 0.0 -0.1 0.2673
H -0.829440 -0.587912 1.367959 0.3 -0.5 -1.4 -0.2413
H -0.149156 -2.901405 -6.194844 0.1 0.0 0.0 0.2822
H 2.241940 -1.813700 4.075552 -1.3 0.9 -0.9 0.2946
H -0.357472 -2.554841 2.450160 1.8 0.4 0.0 0.3706
H 1.133153 -3.512976 2.875299 -0.6 1.5 -0.6 0.3400
H -0.014960 -5.192908 -7.221711 0.0 0.0 0.1 0.3914
H 1.501830 2.189865 3.738650 -0.7 -1.2 0.5 0.3287
H 3.083659 3.681608 -6.808353 -1.0 0.1 1.0 0.2767
H -3.371716 -0.459663 9.058099 0.0 0.0 0.1 0.2619
H 0.170239 2.810699 -1.526317 1.1 -0.9 0.8 0.3360
H 0.804779 -3.330051 -2.659718 -0.2 -0.1 -0.1 0.0315
H 0.522858 4.670027 -7.348218 0.9 -1.2 0.1 0.3029
H 1.409955 2.685011 -4.306971 1.2 -0.5 -1.1 0.1742
H 1.045276 0.267688 1.960634 0.3 -0.3 1.5 -0.1394
H -0.175968 -5.921369 -5.608885 0.0 0.1 -0.1 0.2849
H 1.104020 3.024651 -7.986755 -0.4 0.7 1.4 0.3463
H 0.582572 -1.975462 -1.119074 -0.4 -0.2 1.6 -0.5865
H -4.021879 1.922082 8.512558 0.0 -0.1 0.1 0.3401
H 2.627346 -2.145047 -3.798719 -0.1 0.0 0.0 0.4590
H -1.021014 0.566438 3.522827 0.3 1.3 1.0 0.0947
H 2.628631 0.241110 2.872531 -1.7 -0.2 -0.1 0.3195
H 1.480408 -4.379798 -3.888349 0.1 0.0 -0.1 0.3211
H -0.858745 1.020399 5.309899 0.3 0.3 -1.6 0.0518
H 2.251411 4.706343 -5.540373 -0.3 -1.2 -0.9 0.2569
H 1.651871 0.208655 -0.264777 -1.1 1.0 -0.7 0.1038
H -0.929335 2.380573 4.093837 0.5 -1.5 -0.1 0.3418
H -6.191493 1.413362 6.734193 0.0 -0.1 0.0 0.2910
H 1.084079 -1.340141 -4.154248 0.1 0.0 0.1 0.2418
H -4.647496 -0.134898 5.515638 0.2 0.1 0.1 0.3138
H -0.397283 -3.100880 -0.045708 0.9 1.4 0.0 0.4912
H -1.775908 -0.175458 8.368571 0.0 0.1 0.0 0.2624
```
Forces are in eV/Å.

Highest occupied orbital energy (eV): -9.37
Spin multiplicity: 1
SMILES string: CCCCCCCCCCCCOC(=O)OCCCN.CCOCC.CCOCC
Total charge: 0
LUMO energy (hartree): 0.0243


Density functional theory data (ωB97M-V with the def2-TZVPD basis set) for C24H54BEuN9O4Si4 as an isolated structure at a distorted geometry.

XYZ file:
```
97
Properties=species:S:1:pos:R:3:forces:R:3:mulliken_charge:R:1
Eu 12.446286 9.130832 9.004461 -0.1 0.3 -0.2 0.7847
Si 9.938287 11.186948 9.515594 0.7 -0.8 1.0 0.9075
Si 9.608298 13.218209 10.479955 -0.1 1.2 0.5 0.7076
Si 8.286713 9.778656 10.217349 -0.5 -0.8 1.1 0.7692
Si 9.263857 11.397926 7.401237 -0.5 -0.1 -1.2 0.2683
O 11.310792 7.657680 10.362316 0.4 0.5 -0.3 -0.0867
O 14.836691 13.877193 5.265792 1.1 0.4 0.3 -0.5941
O 16.273148 15.558129 5.132494 -1.3 -0.4 0.4 -0.6655
O 14.089917 15.864970 5.247836 0.6 1.0 0.3 -0.6270
N 14.245915 9.427055 6.856513 0.2 -0.4 0.1 0.4839
N 14.636432 7.738486 9.529842 0.2 -0.6 1.3 -0.0787
N 12.126065 7.163050 7.109561 -1.4 0.1 0.3 0.0835
N 15.013720 6.826768 8.614251 -0.4 0.1 -0.7 0.4127
N 13.219068 6.528745 6.750601 1.8 -1.0 0.2 0.2034
N 15.084066 15.121054 5.247966 -0.3 -1.0 -0.9 0.8773
N 14.927763 8.322860 6.455245 -0.9 -0.6 1.2 -0.3145
N 13.393848 11.821655 9.063474 -1.3 -0.3 1.3 0.0052
N 12.661699 9.848479 11.662047 1.3 0.2 0.9 0.2005
C 11.163364 6.446161 10.959271 -0.7 -0.2 -0.3 0.7978
C 10.769400 14.558250 9.753209 -1.1 0.0 0.0 -1.4354
C 14.244166 12.005858 10.239782 -0.9 0.3 0.6 -0.9754
C 10.019399 12.951212 6.718342 1.0 0.1 -1.3 -1.2623
C 12.966979 5.275068 6.358953 -0.4 -0.3 -0.1 -0.2621
C 7.856655 13.953351 10.331875 0.2 0.0 -0.4 -1.2200
C 10.091146 10.139685 6.260678 0.4 -0.1 0.2 -0.6275
C 11.619603 5.051845 6.457877 -1.3 0.7 -0.2 -1.0367
C 9.941497 13.364901 12.373239 -0.9 -0.8 -0.1 -1.1869
C 15.797305 9.966178 5.333375 0.0 3.5 -0.7 -1.3811
C 11.885510 5.335529 10.210837 -0.8 -0.3 -1.7 -0.9749
C 15.009845 7.233520 10.728578 0.3 -0.6 -0.8 -0.3782
C 11.118504 6.302805 6.911526 -0.3 0.4 0.2 -0.1995
C 15.624540 5.972371 10.556106 0.4 0.6 0.2 -1.1516
C 11.593521 6.471969 12.405830 1.2 -0.1 1.0 -1.4433
C 15.596634 5.764415 9.197478 0.7 -0.4 -0.7 -0.1746
C 8.259246 8.225551 9.095773 -0.7 -0.1 0.5 -0.3065
C 14.763268 10.438091 6.171903 0.3 -1.3 0.3 -0.8315
C 7.425395 11.315131 6.824020 0.5 -0.1 -0.1 -1.3440
C 15.822054 8.647480 5.527611 1.1 -1.7 -0.5 -0.0293
C 8.273399 9.077834 12.038527 0.9 -0.6 -1.0 -1.0793
C 13.398422 12.255698 11.505985 -0.8 0.7 -0.4 0.7047
C 13.063938 11.087516 12.423562 -0.9 -1.1 -1.7 -1.1658
C 6.547174 10.473373 10.202244 -0.2 0.8 0.3 -1.2258
B 14.678355 6.922976 7.063400 0.0 1.3 0.0 0.1205
H 7.445715 11.536812 5.748030 -0.1 0.0 0.1 0.3829
H 13.961022 10.805563 12.913266 0.8 -0.2 0.9 0.4233
H 7.575409 14.107263 9.283147 0.0 -0.2 0.0 0.2568
H 11.172862 10.366581 6.158290 -0.5 -0.1 0.0 0.1221
H 11.822894 4.363125 10.707970 0.0 0.0 0.1 0.4468
H 12.472923 12.758653 11.198045 0.0 -0.3 -0.1 -0.8416
H 13.861388 13.026096 12.110576 0.4 0.1 0.3 0.5366
H 6.954563 10.336814 6.950669 0.2 0.0 0.1 0.3472
H 13.770850 4.664568 6.020870 0.3 -0.4 -0.1 0.5006
H 5.889974 9.623747 10.306068 -0.5 -0.4 0.0 0.3877
H 6.328672 11.170084 11.054491 0.3 -0.4 -0.8 0.2062
H 10.292531 14.300395 12.788917 0.2 0.4 -0.3 0.3640
H 15.440023 6.194606 6.518277 0.1 -0.5 -0.2 -0.2213
H 8.288381 8.488234 8.047909 0.2 0.2 -0.4 0.1901
H 6.375390 10.943315 9.231421 -0.3 0.2 0.2 0.2304
H 12.729236 6.425716 12.481269 -1.1 0.4 -0.2 0.1380
H 9.048161 8.298304 12.153301 -0.1 0.3 -0.1 0.0170
H 7.862488 14.952265 10.784672 -0.3 -0.2 0.3 0.3316
H 14.382273 11.399468 6.372852 -0.1 1.1 -0.3 0.8278
H 11.271057 5.556404 12.928791 -0.2 0.3 0.1 0.4042
H 13.863829 11.964608 8.215943 0.9 0.4 -1.2 0.0983
H 12.283089 11.356204 13.142290 0.3 0.1 0.1 0.3146
H 11.011531 4.200411 6.159634 0.4 0.2 0.2 0.3929
H 16.437897 7.904205 5.031732 -0.1 0.0 0.3 0.3876
H 6.803810 12.040880 7.329145 -0.2 0.3 0.1 0.3249
H 9.023199 13.126103 12.919796 -0.3 0.1 -0.1 0.4288
H 11.790009 14.242455 9.591389 0.3 0.2 0.1 0.4169
H 9.969127 13.029269 5.607834 -0.2 -0.2 0.5 0.3707
H 10.585148 12.567916 12.693220 0.7 -0.3 0.2 0.0543
H 12.976085 9.015347 12.188047 -0.6 0.6 -0.5 0.0628
H 11.668146 9.757113 11.527681 -0.5 0.0 0.1 -0.2581
H 7.320660 8.566650 12.163085 -0.3 0.1 0.2 0.3532
H 8.430274 9.810835 12.821324 -0.1 0.3 0.1 0.3386
H 12.930041 5.574475 9.999413 0.0 0.1 0.2 -0.0386
H 10.361300 14.877513 8.797177 0.1 0.0 -0.2 0.3398
H 10.077961 6.158900 10.917528 0.2 0.0 0.3 0.1187
H 10.683241 15.442740 10.395404 0.4 -0.1 0.1 0.4270
H 11.108105 12.965786 6.911702 -0.3 -0.2 0.1 0.3154
H 16.058911 4.971827 8.577164 -0.6 0.6 0.5 0.3852
H 9.669287 13.877676 7.096459 -0.6 0.9 0.4 0.3040
H 14.944649 12.820775 10.133956 0.2 0.5 -0.2 0.5368
H 14.832578 11.130528 10.411407 0.5 -0.9 -0.1 0.3343
H 12.553947 12.420461 9.073256 0.7 -0.5 0.1 -0.4321
H 10.000029 9.106735 6.618148 0.0 0.1 -0.3 -0.2068
H 7.337332 7.577192 9.181507 1.0 0.5 0.3 0.4070
H 10.089579 6.655477 7.136934 0.9 -0.6 -0.2 0.1180
H 14.861114 7.708445 11.691761 -0.2 0.3 -0.5 0.4835
H 11.367041 5.239766 9.204768 0.7 -0.1 1.1 0.1206
H 16.425992 10.634580 4.727451 -0.4 -0.7 0.2 0.4243
H 16.203286 5.412607 11.279984 -0.4 -0.1 0.0 0.4034
H 11.212401 7.388810 12.910235 0.2 -0.7 -0.2 0.2168
H 9.620067 10.265215 5.275063 0.2 -0.3 0.1 0.4881
H 7.115727 13.272175 10.776735 0.2 0.4 0.0 0.2216
H 9.186397 7.708271 9.372193 -0.2 -0.3 -0.2 -0.5714
```
Forces are in eV/Å.

Highest occupied orbital energy (alpha / beta) (eV): -1.57 / -2.07
Relative energy (zero: lowest compared OMol25 entry of this formula, charge and spin) (eV): 0.1160
Spin multiplicity: 8
Total charge: -2
LUMO energy (alpha / beta) (hartree): 0.1489 / 0.1489
⟨S²⟩: 15.760


The highest spin multiplicity belongs to which entry?
C24H54BEuN9O4Si4


Which value of spin multiplicity does entry 1 give?
1


Which value of total charge does entry 1 give?
0


spin multiplicity of number 2 (C24H54BEuN9O4Si4)?
8